{"formula": "C3H6F3N", "method": "ωB97M-V with the def2-TZVPD basis set", "e_homo_ev": [-6.51, -7.89], "total_charge": 0, "total_energy_ha": -472.0942, "homo_lumo_gap_ev": [7.400, 8.928], "relative_energy_ev": 5.0430, "symbols": ["C", "C", "C", "N", "F", "F", "F", "H", "H", "H", "H", "H", "H"], "coordinates": [[-1.1369, 1.2457, -0.1305], [-0.7022, -1.0753, 0.4730], [1.9319, -0.3952, 0.1491], [-1.1610, -0.1800, -0.3827], [-0.4754, -2.3035, -0.0253], [2.2783, 0.6007, 0.9838], [1.7598, 0.1202, -1.1522], [-0.1957, 1.6296, -0.6189], [-1.8730, 1.6126, -0.6093], [-1.1654, 1.5461, 0.9281], [-0.9096, -1.1188, 1.4678], [2.4770, -1.3056, 0.1768], [-0.8277, -0.3765, -1.2595]], "atomic_forces_ev_per_a": [[6.06, -1.82, 2.60], [3.27, -0.62, -1.23], [-3.12, 1.09, -0.59], [-1.73, 0.52, 1.43], [-0.50, -0.08, -0.39], [0.50, -0.34, -0.43], [0.50, -0.62, 1.46], [-0.72, -0.05, 0.87], [-5.40, 2.95, -3.17], [0.06, -0.47, -0.41], [-0.73, 0.34, 2.62], [1.03, -0.35, -0.07], [0.79, -0.55, -2.70]], "mulliken_charge": [-0.79, -0.20, 0.03, -0.17, -0.27, -0.22, -0.26, 0.27, 0.35, 0.29, 0.41, 0.27, 0.28]}